No. 1
{
  "formula": "C2H7N5",
  "method": "ωB97M-V/def2-TZVPD",
  "species": ["C", "C", "N", "N", "N", "N", "N", "H", "H", "H", "H", "H", "H", "H"],
  "xyz": [[1.81847, -0.43290, 0.24090], [0.13231, 1.07097, -0.42400], [1.24426, -1.31516, 1.52325], [0.14962, -1.71746, 1.38344], [0.86200, -0.13967, -0.64089], [-0.62527, -1.77555, 0.42642], [-1.97437, -1.71504, 0.49666], [2.28924, 0.38378, 0.81080], [2.52895, -1.16948, -0.13561], [0.26872, 1.71598, -1.29523], [-0.94337, 0.86533, -0.35520], [0.43768, 1.61861, 0.48239], [-2.32297, -0.75807, 0.54493], [-2.39722, -2.23022, -0.26618]],
  "e_lumo_ev": [-0.420, -0.421],
  "spin_multiplicity": 1
}

***

No. 2
{
  "formula": "C2H7N5",
  "method": "ωB97M-V/def2-TZVPD",
  "species": ["H", "N", "C", "N", "N", "N", "C", "N", "H", "H", "H", "H", "H", "H"],
  "xyz": [[-0.40057, -2.21176, -0.68488], [-0.68460, -1.48297, -1.32814], [-0.60885, -0.32759, -0.85109], [-1.17722, 0.76105, -1.46037], [0.49179, 0.22097, 0.19681], [1.48537, 1.17804, -0.02456], [0.29834, -0.41088, 1.36127], [-0.68325, -1.24036, 1.35400], [-0.94371, -1.63948, 2.25048], [-1.54506, 0.55973, -2.37720], [-0.65363, 1.61998, -1.39840], [1.17950, 2.10964, 0.24323], [2.32149, 0.95556, 0.50984], [0.92039, -0.09193, 2.20901]],
  "smiles": "[H]/N=C(/N)N(N)/C=N/[H]",
  "e_lumo_ev": 0.737,
  "spin_multiplicity": 1
}

***

No. 3
{
  "formula": "C2H7N5O",
  "method": "ωB97M-V/def2-TZVPD",
  "species": ["C", "C", "H", "H", "H", "H", "H", "H", "H", "N", "N", "N", "N", "N", "O"],
  "xyz": [[0.52772, 0.63455, -0.14646], [-1.93120, 0.53024, -0.03069], [1.25068, -1.83935, 0.31210], [1.64807, -0.65329, 1.45252], [2.57914, 0.70114, -0.11173], [1.31670, 2.50313, 0.33821], [-0.58397, -1.50026, -1.64869], [-1.83104, 1.86952, -0.44078], [-2.94925, -1.34738, 0.63413], [1.97548, -1.12717, 0.53820], [1.82538, -0.03029, -0.32103], [0.46746, 1.92103, -0.11758], [-0.67689, -0.05440, -0.35451], [-2.97407, -0.14407, 0.47535], [-0.64420, -1.46339, -0.57904]],
  "e_lumo_ev": 0.286,
  "spin_multiplicity": 1
}

***

No. 4
{
  "formula": "C2H7N5O",
  "method": "ωB97M-V/def2-TZVPD",
  "species": ["C", "C", "H", "H", "H", "H", "H", "H", "H", "N", "N", "N", "N", "N", "O"],
  "xyz": [[0.35360, 0.82802, -0.28737], [-1.83034, -0.69919, 0.17360], [2.44184, -1.38641, 0.33587], [0.95599, -0.59867, 1.57714], [2.16164, 1.47659, 0.36017], [0.09949, 2.82381, -0.28787], [-0.35181, -1.65123, -1.84812], [-2.18864, -1.62380, 0.52483], [-2.33691, 1.05540, 0.47767], [2.27695, -0.44497, 1.07597], [1.82391, 0.41419, -0.09717], [-0.23836, 1.87328, -0.56844], [-0.45253, -0.37534, -0.37520], [-2.58382, 0.18320, 0.83556], [0.28697, -1.55264, -0.81901]],
  "e_lumo_ev": 0.047,
  "spin_multiplicity": 1
}

***

No. 5
{
  "formula": "C2H7N5O",
  "method": "ωB97M-V/def2-TZVPD",
  "species": ["H", "N", "C", "N", "O", "C", "N", "H", "N", "N", "H", "H", "H", "H", "H"],
  "xyz": [[-1.91451, 0.98693, 1.54808], [-0.99559, 0.69130, 1.10395], [-1.14764, -0.16746, 0.18217], [-2.34251, -0.48138, -0.49967], [-0.14230, -0.66953, -0.59524], [1.06365, -0.79154, -0.01150], [1.44213, -1.91998, 0.40659], [2.38227, -1.97668, 0.87294], [1.77057, 0.33787, -0.17686], [1.25402, 1.59286, -0.37173], [-2.51303, -1.15073, -1.44433], [-3.20113, -0.29940, -0.00566], [2.94554, 0.27976, -0.21251], [0.77805, 1.76734, -1.20122], [0.62048, 1.80064, 0.40499]],
  "smiles": "[H]/N=C(\\N)O/C(=N/[H])NN",
  "e_lumo_ev": 0.707,
  "spin_multiplicity": 1
}

***

No. 6
{
  "formula": "C2H7N5S",
  "method": "ωB97M-V/def2-TZVPD",
  "species": ["H", "N", "C", "N", "N", "S", "C", "N", "N", "H", "H", "H", "H", "H", "H"],
  "xyz": [[1.40035, -0.77436, -1.10174], [1.63680, 0.08177, -0.56582], [0.62284, 0.79399, -0.20872], [0.72051, 2.01034, 0.46014], [-0.27758, 2.94715, 0.59642], [-1.09328, 0.24644, -0.34348], [-1.17797, -1.43760, -0.95830], [-0.75893, -2.53721, -0.44479], [-0.15645, -2.63800, 0.77373], [1.65041, 2.31510, 0.58691], [-0.90099, 2.67352, 1.34558], [-0.76097, 3.14203, -0.25646], [-1.84887, -1.63826, -1.78761], [0.50789, -3.38069, 0.83390], [0.43623, -1.80422, 1.07024]],
  "smiles": "[H]/N=C(/NN)S/C=N\\N",
  "e_lumo_ev": 0.663,
  "spin_multiplicity": 1
}

***

No. 7
{
  "formula": "C2H7NO",
  "method": "ωB97M-V/def2-TZVPD",
  "species": ["C", "C", "O", "H", "H", "H", "H", "N", "H", "H", "H"],
  "xyz": [[1.29961, 0.06209, 0.97206], [1.60718, -0.10141, -0.31429], [0.76382, -0.12073, -1.36748], [2.10167, 0.20625, 1.68448], [0.35910, -0.05911, 1.49123], [2.63801, -0.17442, -0.65464], [-0.15947, 0.03260, -1.07027], [-1.93144, 0.05670, -0.35039], [-2.12425, -0.88264, -0.02011], [-2.77419, 0.33962, -0.83152], [-1.78004, 0.64104, 0.46093]],
  "smiles": "C=CO.N",
  "e_lumo_ev": 0.843,
  "spin_multiplicity": 1
}

***

No. 8
{
  "formula": "C2H7NO2",
  "method": "ωB97M-V/def2-TZVPD",
  "species": ["C", "O", "C", "N", "O", "H", "H", "H", "H", "H", "H", "H"],
  "xyz": [[-1.79816, 0.06847, 0.44256], [-0.92733, -0.74069, -0.32788], [0.51852, -0.60584, 0.05360], [0.95480, 0.34782, -0.92435], [2.37706, 0.51020, -0.35046], [-1.69808, 1.12305, 0.16768], [-2.82705, -0.25208, 0.25281], [-1.61426, -0.03918, 1.51783], [0.95936, -1.58788, -0.12419], [0.59111, -0.27650, 1.09415], [0.54913, 1.25694, -0.70115], [2.91490, 0.19569, -1.10060]],
  "smiles": "COCNO",
  "e_lumo_ev": 1.027,
  "spin_multiplicity": 1
}

***

No. 9
{
  "formula": "C2H7NO2",
  "method": "ωB97M-V/def2-TZVPD",
  "species": ["N", "C", "C", "O", "H", "H", "H", "H", "H", "O", "H", "H"],
  "xyz": [[-1.49716, -1.66421, 0.82659], [-0.99983, -0.32242, 1.22599], [0.46582, -0.11069, 0.88460], [1.22056, 0.59194, 1.50047], [-1.51252, -2.30065, 1.61248], [-2.36212, -1.56084, 0.35282], [-1.29590, 0.00103, 2.21838], [-1.38156, 0.24759, 0.35773], [0.73195, -0.64824, -0.05072], [2.13721, 1.71528, -2.63570], [2.56186, 2.56325, -2.75936], [1.93171, 1.48796, -3.53329]],
  "smiles": "NCC=O.O",
  "e_lumo_ev": 0.870,
  "spin_multiplicity": 1
}

***

No. 10
{
  "formula": "C2H7NO2",
  "method": "ωB97M-V/def2-TZVPD",
  "species": ["C", "C", "N", "O", "H", "H", "H", "H", "H", "H", "H", "O"],
  "xyz": [[0.93628, 0.27739, 1.74327], [1.00357, 0.74094, 0.27174], [0.00079, 0.48975, -0.53033], [1.95522, 1.51938, -0.00091], [0.27587, 0.85537, 2.30421], [0.40739, -0.74944, 1.83800], [1.89122, 0.25567, 2.32079], [-0.76233, 1.16521, -0.65767], [0.15847, 0.12020, -1.47023], [-1.71835, -1.85116, -2.60485], [-1.91599, -1.58926, -1.15677], [-2.23214, -1.23406, -2.05727]],
  "e_lumo_ev": [-6.207, -9.645],
  "spin_multiplicity": 2,
  "total_charge": 1
}

***

No. 11
{
  "formula": "C2H7NO2P2",
  "method": "ωB97M-V/def2-TZVPD",
  "species": ["N", "C", "P", "P", "C", "O", "O", "H", "H", "H", "H", "H", "H", "H"],
  "xyz": [[-1.00721, 0.58917, 1.59788], [-0.51672, -0.26188, 0.52653], [1.65675, 0.01592, 0.39143], [2.07904, -0.81467, -1.55385], [-1.11904, 0.05398, -0.74300], [-0.77546, -0.31965, -1.83584], [-2.04664, 1.04326, -0.68581], [-0.21414, 1.02566, 2.00135], [-1.56569, 0.11610, 2.26984], [-0.73798, -1.35486, 0.77948], [1.74849, -1.29879, 1.09125], [1.55268, 0.21757, -2.41768], [3.18649, -0.13576, -1.71878], [-2.24058, 1.12396, 0.29719]],
  "smiles": "N[C@H]([PH]#[PH2])C(=O)O",
  "e_lumo_ev": 0.163,
  "spin_multiplicity": 1
}

***

No. 12
{
  "formula": "C2H7NO2PS",
  "method": "ωB97M-V/def2-TZVPD",
  "species": ["C", "C", "N", "O", "O", "P", "S", "H", "H", "H", "H", "H", "H", "H"],
  "xyz": [[-0.03755, -1.01009, -0.29427], [0.84619, -1.92857, -0.13382], [3.82348, 0.60670, 0.10287], [-0.95618, -0.25129, -0.31012], [-2.60740, 2.12927, 0.69305], [-2.97178, 1.26542, -0.56872], [-4.21015, -0.14217, 0.24257], [0.90656, -2.72262, -0.82208], [1.60834, -1.78847, 0.58785], [4.30676, 0.40936, -0.78376], [2.89515, 0.59254, -0.02849], [4.06661, 1.50922, 0.54613], [-2.82253, 1.91940, 1.58944], [-4.84749, -0.58869, -0.82064]],
  "e_lumo_ev": -6.186,
  "spin_multiplicity": 1,
  "total_charge": 1
}

***

Record order is preserved below.
Energy relative to the best compared isomer or geometry (same formula, charge and spin): 543.5; 230.3; 583.9; 848.7; 202.6; 105.9; 76.2; 363.9; 185.1; 193.7; 101.4; 142.1 kJ/mol